C48H87BN4O32 as an isolated structure in a non-equilibrium geometry. Source: the OMol25 dataset; level of theory: ωB97M-V/def2-TZVPD.

```
172
Properties=species:S:1:pos:R:3:lowdin_charge:R:1
C -1.519 -0.477 8.999 -0.0898
C -2.379 -0.311 7.739 -0.2465
C -2.274 -1.438 6.720 -0.0849
N -2.979 -1.309 5.294 -0.1461
C -4.504 -1.382 5.584 0.0143
C -2.568 -2.334 4.189 -0.0288
C -2.544 -1.574 2.888 -0.0536
C -2.975 -0.034 3.175 -0.0623
C -2.751 0.113 4.728 -0.0161
H -0.953 -1.408 9.039 0.0886
H -2.150 -0.402 9.884 0.0776
H -0.800 0.295 9.272 0.0835
H -2.110 0.593 7.193 0.0928
H -3.363 0.001 8.088 0.1143
H -2.442 -2.401 7.202 0.1373
H -1.229 -1.488 6.417 0.1018
H -4.938 -0.466 5.984 0.1003
H -4.773 -2.223 6.223 0.1000
H -5.086 -1.709 4.723 0.1052
H -3.207 -3.217 4.189 0.1452
H -1.561 -2.541 4.552 0.1228
H -3.175 -2.022 2.120 0.1359
H -1.537 -1.611 2.471 0.1210
H -3.987 0.366 3.102 0.1695
H -2.328 0.544 2.515 -0.0584
H -3.340 0.865 5.253 0.1402
H -1.684 0.294 4.858 0.0807
O -0.755 2.065 -3.825 -0.0510
C -0.195 1.660 -2.786 -0.2579
O -0.643 0.658 -1.946 0.0533
B 0.054 0.854 -0.559 -0.7493
O 0.962 2.019 -0.747 0.1250
C 0.789 2.599 -1.940 -0.2181
O 1.155 3.715 -2.310 0.0419
O 0.767 -0.306 -0.016 0.2001
C 0.298 -0.724 1.058 -0.5120
O 0.690 -1.549 1.798 -0.1064
C -0.971 0.140 1.397 -0.2054
O -1.098 1.052 0.370 0.0237
O -1.711 -0.046 2.375 0.0180
C 3.318 0.348 -7.571 -0.1145
O 3.286 1.728 -7.401 -0.2143
C 2.635 2.460 -8.371 -0.2429
C 2.609 3.975 -7.937 -0.1124
N 1.278 4.304 -7.239 -0.0587
C 1.163 3.671 -5.923 -0.1961
C -0.077 4.068 -5.193 -0.2014
O -1.311 3.388 -5.496 -0.1480
C -2.267 3.730 -4.520 -0.0885
H 3.656 0.092 -8.575 0.0863
H 2.308 -0.050 -7.468 0.0891
H 3.970 -0.078 -6.808 0.0819
H 1.647 2.012 -8.477 0.1144
H 3.093 2.213 -9.329 0.1102
H 2.720 4.610 -8.816 0.0992
H 3.450 4.096 -7.254 0.1114
H 0.421 4.101 -7.735 0.1012
H 1.974 4.083 -5.323 0.1328
H 1.217 2.587 -6.027 0.1033
H -0.283 5.132 -5.068 0.1363
H 0.177 3.740 -4.186 0.0719
H -2.058 3.049 -3.695 0.0558
H -3.239 3.429 -4.912 0.1065
H -2.279 4.756 -4.152 0.1146
C 1.851 0.719 -4.049 -0.0643
O 3.194 0.484 -4.483 -0.1825
C 3.986 -0.413 -3.677 -0.1572
C 3.308 -1.757 -3.786 -0.2142
N 2.759 -2.166 -2.489 -0.0368
C 1.899 -3.365 -2.621 -0.1480
C 0.773 -3.348 -1.606 -0.2081
O -0.404 -2.688 -1.975 -0.0784
C -1.198 -2.128 -0.959 -0.0652
H 1.135 0.962 -4.834 0.1027
H 1.801 1.363 -3.171 0.0793
H 1.385 -0.114 -3.524 0.0882
H 4.127 -0.020 -2.671 0.1220
H 4.967 -0.399 -4.151 0.1240
H 4.045 -2.532 -3.998 0.1206
H 2.684 -1.694 -4.677 0.1232
H 2.199 -1.386 -2.175 0.0614
H 2.597 -4.181 -2.433 0.1207
H 1.523 -3.572 -3.623 0.1221
H 1.043 -2.898 -0.650 0.0943
H 0.572 -4.384 -1.332 0.1178
H -2.140 -2.661 -0.826 0.1291
H -1.289 -1.127 -1.381 0.0929
H -0.720 -2.033 0.016 0.0651
C 2.659 -6.196 3.059 -0.1007
O 2.287 -5.018 2.395 -0.1881
C 2.643 -3.778 2.918 -0.1494
C 1.812 -3.397 4.245 -0.1175
N 1.933 -1.887 4.475 0.0411
C 0.945 -1.237 3.609 -0.2168
C 0.534 0.095 4.122 -0.1857
O -0.268 -0.026 5.282 -0.2162
C 0.354 0.261 6.456 -0.0998
H 2.093 -7.099 2.832 0.0885
H 2.533 -6.206 4.142 0.0807
H 3.714 -6.412 2.887 0.0928
H 2.375 -3.069 2.136 0.1044
H 3.716 -3.640 3.049 0.1342
H 2.357 -3.931 5.023 0.1096
H 0.776 -3.736 4.267 0.0721
H 1.616 -1.712 5.418 0.0673
H 0.075 -1.867 3.423 0.1113
H 1.573 -1.143 2.723 0.0761
H -0.017 0.506 3.276 0.1114
H 1.281 0.854 4.353 0.0733
H 1.255 -0.310 6.678 0.1095
H -0.412 0.192 7.228 0.0353
H 0.674 1.297 6.566 0.1146
C 0.079 5.247 -2.333 -0.1183
C 0.099 5.155 -0.800 -0.0901
O -1.228 4.930 -0.547 0.1349
C -1.853 4.380 -1.525 -0.6635
O -2.998 4.086 -1.540 0.2200
O -1.111 4.515 -2.556 0.0048
H 0.924 4.794 -2.850 0.0525
H -0.070 6.244 -2.748 0.1515
H 0.406 6.071 -0.294 0.1501
H 0.733 4.350 -0.428 0.0939
C -3.215 0.560 -5.426 -0.1431
C -2.175 0.184 -4.381 -0.0782
O -2.866 -0.756 -3.523 0.0046
C -4.195 -0.643 -3.837 -0.5601
O -5.036 -1.209 -3.200 0.1617
O -4.399 0.175 -4.908 0.1053
H -2.874 0.056 -6.331 0.1344
H -3.191 1.643 -5.550 0.1083
H -1.980 1.050 -3.749 0.0604
H -1.341 -0.450 -4.684 0.1542
C -2.820 1.403 -0.371 -0.1367
C -2.525 1.123 -1.879 -0.0827
O -3.806 0.712 -2.393 0.0499
C -4.664 1.296 -1.632 -0.5540
O -5.753 1.663 -2.070 0.1338
O -4.153 1.714 -0.469 0.0950
H -2.333 2.334 -0.081 0.1484
H -2.637 0.506 0.221 0.1464
H -1.867 0.254 -1.906 0.0532
H -2.160 1.998 -2.416 0.1173
C 3.077 0.045 1.574 -0.1282
C 2.956 -1.023 0.462 -0.0586
O 4.312 -1.568 0.494 0.0840
C 4.845 -1.380 1.704 -0.5043
O 5.916 -1.956 2.049 0.0829
O 4.047 -0.554 2.396 0.0837
H 2.052 0.128 1.935 0.1144
H 3.361 0.981 1.092 0.1550
H 2.835 -0.594 -0.533 0.1111
H 2.128 -1.722 0.586 0.1041
C 1.068 2.538 1.274 0.0095
C 0.405 2.387 2.692 -0.1148
O 1.225 1.619 3.387 -0.0987
C 2.541 1.746 2.887 -0.4336
O 3.557 1.376 3.492 0.1787
O 2.495 2.448 1.698 0.0415
H 0.948 3.550 0.888 0.1304
H 0.942 1.710 0.577 0.0591
H -0.634 2.060 2.710 0.1455
H 0.331 3.342 3.212 0.1533
C -0.183 -3.774 1.026 -0.1135
C -0.490 -4.220 2.479 -0.0976
O -1.869 -4.000 2.604 -0.0254
C -2.393 -3.951 1.315 -0.5235
O -3.568 -3.930 1.095 0.1766
O -1.430 -3.928 0.371 0.0151
H 0.506 -4.510 0.611 0.1335
H 0.146 -2.743 0.897 0.0656
H 0.017 -3.690 3.285 0.0524
H -0.332 -5.283 2.663 0.1470
```

Relative energy (zero: lowest compared OMol25 entry of this formula, charge and spin)   4683.8 kJ/mol
LUMO level   -0.0647 Eh
E_HOMO   -7.007 eV

***

C17H31AlAsO5S2Se2 as an isolated structure. Source: the OMol25 dataset; level of theory: ωB97M-V/def2-TZVPD.

```
59
Properties=species:S:1:pos:R:3:nbo_charge:R:1
Al 0.697 -0.269 -0.030 1.6656
C -0.727 -5.307 0.497 -0.7806
Se -0.388 -3.499 1.121 0.2868
C 1.291 -3.910 2.038 -0.5728
C 2.097 -2.667 2.352 -0.5481
Se 2.688 -1.764 0.719 0.3748
C 3.777 -0.392 1.561 -0.7607
H 0.067 -5.636 -0.169 0.2221
H -1.672 -5.291 -0.041 0.2397
H -0.814 -5.978 1.347 0.2346
H 1.856 -4.589 1.400 0.2269
H 1.054 -4.428 2.966 0.2417
H 3.007 -2.931 2.889 0.2441
H 1.531 -1.945 2.937 0.2336
H 3.189 0.113 2.322 0.2305
H 4.051 0.313 0.782 0.2649
H 4.658 -0.860 1.989 0.2410
O 0.953 2.087 -2.398 -0.9485
S 0.759 2.022 -0.981 2.5685
O 0.636 3.239 -0.243 -0.9342
O 1.850 1.093 -0.339 -1.1366
O -0.431 1.066 -0.648 -1.1479
C -0.842 -0.775 -3.336 -0.9394
As 0.598 -1.432 -2.237 0.9327
C 0.545 -3.348 -2.466 -0.9418
C 2.246 -0.893 -3.154 -0.7291
C 2.157 -1.097 -4.636 0.0327
C 2.538 -2.302 -5.219 -0.2555
C 2.422 -2.490 -6.589 -0.1986
C 1.923 -1.472 -7.389 -0.2085
C 1.551 -0.263 -6.816 -0.1837
C 1.666 -0.076 -5.447 -0.2487
H -0.746 -1.175 -4.344 0.2523
H -0.779 0.311 -3.353 0.2733
H -1.791 -1.081 -2.900 0.2405
H 0.695 -3.574 -3.521 0.2526
H -0.421 -3.724 -2.138 0.2421
H 1.333 -3.810 -1.873 0.2387
H 3.050 -1.480 -2.706 0.2375
H 2.390 0.156 -2.896 0.2764
H 2.949 -3.093 -4.601 0.2078
H 2.730 -3.427 -7.033 0.2220
H 1.837 -1.615 -8.458 0.2240
H 1.176 0.539 -7.437 0.2231
H 1.388 0.872 -5.000 0.2306
O -0.014 -0.451 1.629 -1.0881
S -1.058 0.296 2.512 1.2564
C -0.692 2.052 2.522 -0.5966
C -2.061 2.642 2.853 -0.4220
C -3.131 1.889 2.026 -0.4172
C -2.560 0.540 1.546 -0.5892
H -0.336 2.352 1.536 0.2907
H 0.067 2.247 3.276 0.2540
H -2.055 3.705 2.623 0.2575
H -2.267 2.543 3.920 0.2230
H -3.417 2.468 1.151 0.2430
H -4.027 1.734 2.622 0.2339
H -2.247 0.578 0.504 0.2772
H -3.217 -0.309 1.719 0.2513
```

Relative energy (zero: lowest compared OMol25 entry of this formula, charge and spin)   0.0 kJ/mol
LUMO level   -0.0874 Eh
Net charge   +1
E_HOMO   -11.207 eV